No. 1
DFT (ωB97M-V/def2-TZVPD) results for a cluster of 15 separate species, C24H33Cl28F4NO3 in total.

```
93
Properties=species:S:1:pos:R:3:forces:R:3
O -2.964867 5.362011 2.988870 0.14 0.68 -0.11
C -2.132591 4.767790 2.376469 -1.38 -1.03 0.27
C -2.088555 3.279215 2.191204 1.43 0.84 0.25
C -3.065884 2.322141 2.356245 0.39 0.15 0.45
C -2.672425 0.996851 2.148262 -0.14 0.45 0.19
C -1.356664 0.683728 1.805866 -0.13 -0.17 0.04
C -0.378192 1.664670 1.651566 0.49 0.33 -0.12
C 1.063365 1.329951 1.317040 -0.71 -0.64 0.68
O 1.637665 0.664842 2.494055 0.22 0.43 -0.03
C 2.344208 1.485142 3.279942 0.47 -0.31 0.52
F 2.748723 0.810602 4.376138 -0.16 -0.16 -0.32
F 1.659151 2.547089 3.732613 -0.02 -0.01 -0.23
F 3.459511 1.937842 2.677665 -0.22 0.15 -0.01
C -0.760746 2.989226 1.845935 -0.58 -0.78 0.46
C 0.016312 4.251234 1.746214 -0.22 0.14 -0.46
O 1.184682 4.467804 1.650832 0.30 -0.08 0.07
N -0.976517 5.294411 1.737176 -0.03 -0.30 0.93
F -0.544657 6.430544 2.387120 0.13 0.15 -0.37
H -4.075774 2.607260 2.655230 0.84 -0.07 -0.21
H -3.417083 0.215214 2.259603 0.18 -0.03 -0.05
H -1.103303 -0.362612 1.656154 0.11 0.13 -0.01
H 1.618460 2.233380 1.070053 0.12 -0.22 -0.08
H 1.124385 0.587794 0.511655 0.06 0.33 1.21
C -3.050298 3.167238 -1.981987 0.04 -0.08 -0.17
Cl -2.151162 2.770097 -0.506506 -0.38 0.30 -1.65
Cl -4.370815 2.026196 -2.285480 -0.12 0.23 0.00
H -3.470738 4.161577 -1.880900 -0.03 -0.05 0.12
H -2.362532 3.135140 -2.820957 -0.01 -0.11 0.02
C -2.018026 -1.305847 -3.675803 0.19 0.04 0.11
Cl -2.300955 -0.308343 -5.109182 0.02 0.20 0.27
Cl -2.041017 -0.331430 -2.196128 0.04 -0.20 0.07
H -2.797874 -2.056135 -3.612701 -0.07 0.09 -0.03
H -1.039983 -1.787398 -3.760013 -0.78 0.60 0.15
C -6.951994 2.775427 1.318473 -0.06 0.05 -0.09
Cl -6.081876 1.770371 2.487326 -0.94 -0.35 0.02
Cl -5.894777 3.997123 0.602263 -0.03 0.03 0.00
H -7.339827 2.138195 0.532118 0.13 -0.03 -0.02
H -7.763851 3.277106 1.831691 0.08 0.03 0.07
C -1.912355 -1.685478 -9.004331 -0.05 -0.03 -0.12
Cl -1.966551 -2.484683 -7.429294 0.02 -0.36 -0.34
Cl -2.248863 0.042695 -8.874600 0.18 0.10 -0.01
H -0.925481 -1.818082 -9.432091 0.03 0.04 0.09
H -2.661141 -2.135173 -9.648152 -0.04 0.06 0.03
C 1.077327 1.432823 -3.122103 -0.09 -0.16 -0.16
Cl 1.110573 0.747258 -1.486938 0.17 0.15 -1.32
Cl 0.766982 3.169751 -3.078995 -0.02 0.00 -0.04
H 2.037447 1.257650 -3.593614 0.04 0.06 0.10
H 0.285391 0.949640 -3.686718 -0.07 0.05 0.10
C 4.703156 -1.944002 3.512565 -0.16 0.14 -0.01
Cl 4.703703 -3.528124 2.724283 -0.07 -0.02 -0.04
Cl 6.017384 -1.805861 4.687354 -0.02 -0.11 -0.09
H 4.828353 -1.177995 2.755799 0.09 -0.05 -0.02
H 3.757397 -1.809311 4.025222 0.02 -0.09 0.04
C -0.194731 -4.938266 -4.257510 0.01 -0.09 0.13
Cl 0.320864 -3.252576 -4.446061 0.69 -0.64 -0.26
Cl -1.531614 -5.334639 -5.337947 0.21 -0.14 -0.19
H 0.644954 -5.582984 -4.488647 0.00 0.06 -0.09
H -0.514745 -5.093447 -3.232687 -0.06 0.10 -0.02
C 0.498278 0.645303 7.112524 0.07 0.07 -0.03
Cl 0.155355 -1.049360 6.737403 0.07 -0.01 -0.04
Cl -0.957669 1.511702 7.613436 0.03 0.04 -0.01
H 1.221843 0.682625 7.918504 -0.08 -0.05 0.05
H 0.900742 1.122105 6.226442 -0.08 -0.03 -0.04
C 7.234587 0.589737 7.052312 -0.04 0.00 -0.03
Cl 8.121957 -0.408050 8.211685 -0.06 -0.04 0.02
Cl 8.270244 1.822069 6.323255 -0.05 0.02 -0.03
H 6.851590 -0.050920 6.266457 0.11 0.10 0.07
H 6.418245 1.081498 7.568700 0.08 0.04 0.05
C 0.902478 -4.717578 1.813551 0.00 -0.05 0.09
Cl 1.069842 -2.963571 1.927621 -0.03 0.11 0.07
Cl 0.998680 -5.277100 0.137874 0.00 -0.06 0.01
H 1.702130 -5.179300 2.381797 0.07 0.06 -0.08
H -0.060051 -5.002758 2.221721 -0.03 0.05 -0.08
C -5.180561 -5.226630 -4.826839 0.04 -0.08 -0.07
Cl -4.190961 -4.407989 -3.616018 -0.22 0.01 0.27
Cl -5.905507 -4.077148 -5.957372 -0.02 -0.03 -0.02
H -4.551368 -5.914200 -5.381886 0.05 0.09 -0.02
H -5.972115 -5.767197 -4.321453 -0.02 0.10 0.03
C 8.277208 -4.383464 2.134588 -0.02 0.07 0.04
Cl 8.262488 -5.965110 1.342404 -0.07 0.02 -0.05
Cl 9.590078 -4.258169 3.310850 -0.02 0.07 0.01
H 8.409094 -3.616199 1.380346 0.09 -0.06 -0.02
H 7.333969 -4.242595 2.648025 0.06 -0.08 0.05
C -5.501001 -2.880962 -9.402452 -0.02 -0.02 0.11
Cl -5.429520 -1.115264 -9.387344 -0.09 -0.09 0.04
Cl -5.243399 -3.532588 -11.027200 0.02 -0.05 0.02
H -4.727012 -3.265369 -8.745911 0.03 0.04 -0.03
H -6.476893 -3.195256 -9.050707 -0.03 0.03 -0.09
C 3.483067 6.755306 2.985081 -0.10 -0.08 -0.03
Cl 4.143278 6.918976 4.618637 -0.05 -0.02 0.03
Cl 4.657829 7.244381 1.757219 -0.04 -0.01 -0.04
H 3.214291 5.718900 2.818488 0.07 0.00 -0.01
H 2.605243 7.384673 2.898333 0.06 0.06 0.02
```
Positions in Å, forces in eV/Å.

Results
E_LUMO, eV: -0.72
HOMO level, hartree: -0.36663
Frontier orbital gap, eV: 9.3
Energy, Ha: -14499.51637

No. 2
DFT (ωB97M-V/def2-TZVPD) results for a structure of composition C24H33Cl2FeN4O3.

```
67
Properties=species:S:1:pos:R:3:forces:R:3
O 2.293526 1.072855 -1.519502 0.72 -0.89 3.30
C 1.218355 1.546707 -2.135358 1.41 -0.23 -1.77
C 1.155866 3.076140 -2.137260 -0.39 -0.71 0.68
C 0.584742 3.741787 -1.052490 0.24 0.44 -0.73
H 0.210367 3.136731 -0.230650 -0.17 0.30 -0.23
C 0.479371 5.134251 -1.082703 -0.29 -0.69 0.41
H -0.042426 5.615571 -0.256736 0.20 0.20 -0.19
C 0.959970 5.838736 -2.174117 0.32 0.26 -0.37
H 0.848948 6.920796 -2.204313 0.01 -0.13 -0.04
C 1.612091 5.176708 -3.226201 -0.29 -0.23 0.42
H 1.970360 5.743955 -4.082142 0.08 -0.05 0.17
C 1.732256 3.783390 -3.195877 -0.19 0.47 -0.12
H 2.254745 3.257221 -4.016373 -0.47 0.19 0.58
H 1.725991 1.338385 -3.102379 -2.19 0.15 -1.69
C 0.023329 -0.449557 -3.063889 -0.21 -0.90 -0.24
C -0.172781 0.735436 -2.188247 -0.48 3.20 -0.47
H -0.103962 -0.100399 -4.099652 -0.08 -0.32 0.11
H -0.675587 -1.263737 -2.817175 0.24 0.19 -0.42
H 1.047432 -0.830254 -2.968500 -0.24 0.19 0.07
C -1.425179 1.422672 -2.143077 2.22 -0.70 -0.94
C -2.555443 1.109044 -3.083675 -0.55 -0.29 0.03
H -1.453057 2.412376 -1.672126 0.07 -0.42 -0.24
H -2.622679 1.876124 -3.870129 0.13 -0.03 0.22
H -3.514402 1.095834 -2.556578 -0.02 0.04 -0.11
H -2.452172 0.139006 -3.585311 0.08 0.21 0.25
Fe -1.417327 0.125671 -0.474492 1.45 -0.15 1.11
Cl -2.115514 1.602323 1.012422 -0.78 0.68 0.51
Cl -2.545281 -1.678004 -0.999875 -0.64 -0.62 0.07
C -2.806021 -1.683574 2.609240 0.65 0.03 0.18
O -1.724494 -2.154165 2.974509 -1.24 0.18 -0.17
N -3.976651 -2.365434 2.632806 -0.23 -0.05 0.00
C -3.991365 -3.751874 3.058841 -0.04 0.04 0.07
C -5.263468 -1.720791 2.392956 0.22 0.10 0.09
H -2.896583 -0.643003 2.225407 0.02 -0.41 0.17
H -3.007843 -4.190923 2.879480 -0.16 0.10 0.06
H -4.752564 -4.297995 2.493595 0.12 0.07 -0.03
H -4.239176 -3.850143 4.124896 0.10 0.03 -0.08
H -5.125279 -0.792320 1.824149 0.06 -0.28 0.12
H -5.777013 -1.473137 3.339927 0.17 -0.12 -0.26
H -5.909863 -2.398397 1.821813 0.16 0.18 0.03
H 1.799383 -5.307720 -0.613465 -0.10 -0.01 -0.08
H 4.270395 -4.145432 -0.526475 -0.08 0.14 -0.07
C 1.685730 -4.636311 -1.473957 0.16 0.02 0.14
C 3.877092 -3.489467 -1.316936 -0.11 0.10 -0.12
N 2.433894 -3.412707 -1.268796 0.10 -0.14 -0.08
H 0.627441 -4.403852 -1.613754 0.23 0.02 0.06
C 1.792805 -2.273824 -0.919594 -1.22 0.30 0.34
O 0.584876 -2.266999 -0.640279 1.48 0.01 -0.78
H 4.285093 -2.481962 -1.187998 0.00 -0.21 -0.05
H 2.426297 -1.355090 -0.943130 -0.42 -0.16 0.15
H 2.087700 -5.136891 -2.359237 -0.09 -0.05 0.02
H 4.198528 -3.898637 -2.281991 0.06 0.11 0.08
N 1.246837 -1.280352 2.934394 0.38 -0.28 0.31
C 0.474684 -1.249203 1.818805 0.57 1.59 0.07
N 0.381317 -0.033728 1.315352 0.08 -0.87 -0.70
C 1.137260 0.800485 2.137665 -0.07 -0.83 1.14
C 1.296190 2.181684 2.186005 0.01 0.25 0.20
C 1.849678 2.769521 3.336471 0.00 -0.47 -0.61
C 2.337935 1.974685 4.390053 -0.11 -0.30 -0.10
C 2.253466 0.572288 4.329399 0.46 0.49 0.29
C 1.666605 0.015954 3.200491 -0.65 0.27 -0.15
H 1.403012 -2.102173 3.507639 -0.16 0.46 -0.23
H 0.043640 -2.128368 1.402008 -0.20 -0.14 -0.06
H 0.968520 2.752274 1.326681 0.03 0.14 0.43
H 1.912199 3.859580 3.408333 0.04 -0.42 -0.09
H 2.773746 2.481046 5.260106 -0.16 -0.39 -0.31
H 2.634464 -0.062823 5.140997 -0.21 0.35 -0.32
```
Positions in Å, forces in eV/Å.

Results
E_LUMO (spin up / spin down), eV: 2.64 / 2.63
Charge: -1
HOMO level (spin up / spin down), hartree: -0.10994 / -0.11038
Frontier orbital gap (spin up / spin down), eV: 5.6 / 5.6
Energy above the lowest of the compared OMol25 structures with the same formula, charge and spin, kcal/mol: 11.01
Spin multiplicity: 5
Energy, Ha: -3563.23062

No. 3
DFT (ωB97M-V/def2-TZVPD) results for a cluster of 10 separate species, C24H33ClF4N10O in total.

```
73
Properties=species:S:1:pos:R:3:forces:R:3
O -8.639241 -1.585651 -1.423977 3.36 -1.00 1.96
C -7.772717 -1.757669 -0.560512 -2.65 0.50 0.41
C -8.098657 -1.645451 1.025217 0.52 -0.33 -0.54
C -6.637638 -1.861978 1.711721 -1.58 1.96 -0.15
C -5.714743 -1.432910 0.481320 -1.09 0.40 0.74
Cl -6.164608 0.367829 0.254901 0.56 -0.38 0.21
C -4.131254 -1.358269 0.647664 -0.52 -0.29 0.43
F -3.642212 -0.488441 -0.354048 -0.16 -1.93 2.20
F -3.854392 -0.875808 1.962031 -0.35 -0.55 -2.90
C -3.385112 -2.770037 0.538756 1.42 0.65 0.84
F -3.756995 -3.634688 1.604015 0.48 1.73 -2.34
F -1.990646 -2.478943 0.715348 -2.56 -0.78 -0.29
N -6.310617 -2.038239 -0.730475 -0.49 0.20 -0.07
H -8.562435 -0.635691 1.279128 0.85 -1.30 -0.55
H -8.879248 -2.425499 1.315378 1.35 0.92 -0.54
H -6.588111 -1.005517 2.470678 0.41 -1.88 -0.58
H -6.585212 -2.917808 2.113839 0.54 1.51 -0.56
H -3.497772 -3.245794 -0.483594 0.01 0.32 1.42
H -6.130530 -3.040248 -0.901189 -0.09 0.73 0.27
C 0.410416 -0.843362 1.140628 0.76 0.22 -0.52
C 1.654957 -0.229085 0.584590 1.48 0.72 -0.66
N 2.631443 0.253485 0.148088 -2.45 -1.28 1.08
H 0.058817 -1.633751 0.477893 0.16 0.17 -0.04
H 0.613860 -1.266905 2.122566 -0.02 0.12 -0.17
H -0.367600 -0.085149 1.234905 0.12 -0.04 0.03
C -3.653504 1.616979 4.729577 -0.71 -0.48 -0.12
C -4.887557 0.792594 4.543012 -1.49 -1.00 -0.23
N -5.854128 0.145390 4.396996 2.43 1.68 0.42
H -2.992376 1.136350 5.451739 -0.09 0.00 -0.08
H -3.128788 1.718345 3.778640 -0.08 -0.06 0.07
H -3.922175 2.608434 5.096283 -0.04 -0.11 -0.04
C 5.042931 1.056958 -2.395579 -0.02 -0.40 -0.70
C 5.339123 0.600890 -3.788131 0.40 -0.56 -1.66
N 5.573563 0.238730 -4.880091 -0.54 0.89 2.76
H 5.971879 1.154408 -1.831616 -0.03 -0.10 -0.10
H 4.538904 2.024134 -2.420446 0.05 -0.31 -0.06
H 4.398246 0.332239 -1.896093 0.12 0.00 -0.06
C 3.315121 2.960853 1.850792 -0.52 0.71 0.42
C 2.531285 4.013667 2.569358 -0.92 1.31 0.91
N 1.916857 4.838916 3.132574 1.55 -2.10 -1.42
H 4.114961 3.424397 1.271618 -0.10 0.01 0.06
H 3.752546 2.267961 2.570603 -0.08 0.07 -0.04
H 2.662340 2.407346 1.176193 0.09 0.08 0.09
C 7.306225 4.127290 -3.892429 -0.77 -0.09 0.23
C 5.885623 4.082355 -3.429410 -1.74 0.11 0.45
N 4.769368 4.048669 -3.068959 2.90 0.39 -0.97
H 7.830421 3.227150 -3.567512 -0.12 0.04 0.01
H 7.337940 4.185925 -4.981354 -0.13 0.03 0.10
H 7.804821 5.002164 -3.473293 -0.12 -0.05 -0.02
C -6.655488 -6.431839 0.490113 -0.47 0.61 0.42
C -7.436752 -5.375507 1.205557 -1.02 1.24 0.89
N -8.049219 -4.547100 1.766876 1.53 -2.60 -1.44
H -5.855846 -5.971750 -0.092087 -0.07 -0.01 0.07
H -6.218171 -7.122019 1.212610 -0.06 0.11 -0.02
H -7.311724 -6.986846 -0.181457 0.01 0.10 0.08
C 7.169526 -3.333147 -3.925000 0.04 0.50 0.66
C 7.226201 -2.502543 -2.682955 0.11 1.39 2.10
N 7.276461 -1.854417 -1.699069 -0.17 -1.98 -3.05
H 6.285902 -3.972131 -3.903338 0.06 0.09 0.05
H 7.119381 -2.684829 -4.801127 -0.03 0.03 0.14
H 8.060665 -3.958444 -3.993684 -0.06 0.08 0.08
C 2.680475 -1.139902 5.263879 -0.68 0.35 -0.37
C 1.475422 -0.533872 4.617246 -1.47 0.79 -0.72
N 0.530504 -0.058711 4.109952 2.42 -1.16 1.45
H 3.553590 -0.511983 5.082115 -0.12 -0.02 -0.02
H 2.520158 -1.225012 6.339385 -0.05 0.04 -0.11
H 2.862825 -2.132771 4.850711 -0.06 0.10 0.00
C 3.669532 6.990591 -5.069411 0.67 -0.24 -0.44
C 4.862091 6.513320 -5.835255 1.46 -0.62 -0.91
N 5.798159 6.136448 -6.433226 -2.34 0.95 1.57
H 3.879164 6.957287 -3.999562 0.03 -0.08 -0.12
H 3.431993 8.016256 -5.355100 0.08 -0.10 -0.03
H 2.811771 6.352356 -5.284511 0.13 0.00 0.00
```
Positions in Å, forces in eV/Å.

Results
E_LUMO, eV: 0.06
SMILES string: O=C1CC[C@@](Cl)(C(F)(F)C(F)F)N1.CC#N.CC#N.CC#N.CC#N.CC#N.CC#N.CC#N.CC#N.CC#N
HOMO level, hartree: -0.36429
Frontier orbital gap, eV: 10.0
Energy, Ha: -2416.60939

Number 3 is which compound? C24H33ClF4N10O